Molecular formula: C40H46ClFNO13
Method: DFT, ωB97M-V/def2-TZVPD

LUMO energy	-4.0	eV
charge	+1

Cartesian coordinates (Å):
C 3.3012 5.5100 0.4917
C 3.0484 5.1736 -0.9887
C 1.8292 4.2754 -1.1884
C 2.1903 2.8092 -0.8913
C 1.1914 1.8043 -1.4996
C 1.8501 0.6284 -2.2654
C 2.0216 -0.6748 -1.5209
C 3.2602 -1.2931 -1.3373
C 4.4388 -0.5704 -1.9447
O 4.7219 -0.7517 -3.0706
O 5.1591 0.2944 -1.1868
Cl 4.5347 0.6488 0.3373
C 3.4142 -2.5461 -0.7242
C 4.7544 -3.2589 -0.6462
C 5.9451 -2.4952 -0.1182
C 6.9773 -2.1693 -1.0027
C 8.0973 -1.4616 -0.5864
C 8.1949 -1.0615 0.7430
C 7.1819 -1.4061 1.6358
C 6.0565 -2.1165 1.2238
C 4.9782 -2.4688 2.2207
C 2.2527 -3.1515 -0.2480
C 2.1879 -4.5103 0.4119
C 1.7143 -4.4862 1.8698
F 1.3349 -5.3051 -0.3420
N 1.0620 -2.5242 -0.4074
O -0.0805 -3.1451 0.0495
C 0.8932 -1.3440 -1.0281
C -0.5068 -0.8468 -1.1840
C -1.1353 -0.3459 0.1438
C -2.0214 0.8997 -0.0559
C -3.4859 0.5675 -0.0960
O -3.8709 0.0640 1.1868
C -5.1522 -0.3566 1.2459
C -5.4120 -1.4388 2.2349
O -6.0126 0.1263 0.5658
H 2.7725 4.8413 1.1658
H 2.9725 6.5281 0.6764
H 4.3606 5.4831 0.7262
H 2.9231 6.0976 -1.5468
H 3.9267 4.6869 -1.4100
H 1.0322 4.6112 -0.5270
H 1.4878 4.3125 -2.2213
H 3.1872 2.6368 -1.2859
H 2.2254 2.6660 0.1857
H 0.5607 1.4506 -0.6926
H 0.5694 2.3378 -2.2146
H 1.2107 0.3857 -3.1137
H 2.7797 0.9848 -2.6962
H 4.6853 -4.1668 -0.0648
H 5.0015 -3.5782 -1.6577
H 6.9170 -2.4689 -2.0400
H 8.9031 -1.2074 -1.2564
H 9.0470 -0.4964 1.0845
H 7.2851 -1.0869 2.6630
H 5.2417 -2.0343 3.1800
H 4.9098 -3.5436 2.3828
H 4.0190 -2.0562 1.9100
H 3.1375 -5.0140 0.3686
H 2.4408 -4.9726 2.5086
H 0.8158 -5.0944 1.9300
H 1.4676 -3.4972 2.2477
H -0.2029 -2.8315 0.9596
H -1.0902 -1.7054 -1.5120
H -0.5775 -0.1029 -1.9628
H -0.3738 -0.1463 0.8959
H -1.7876 -1.1275 0.5257
H -1.8105 1.6437 0.6988
H -1.7891 1.3801 -1.0055
H -3.7214 -0.1652 -0.8699
H -4.0420 1.4629 -0.3560
H -5.2436 -1.0747 3.2444
H -6.4527 -1.7113 2.1163
H -4.8174 -2.3176 2.0143
C -6.5710 -4.7917 -3.0160
C -5.7359 -4.6900 -1.9749
C -5.6147 -3.4185 -1.1863
O -4.8398 -3.3920 -0.2385
C -6.4032 -2.2744 -1.5769
C -7.2398 -2.3666 -2.6221
C -7.3847 -3.6469 -3.4042
O -8.1732 -3.6599 -4.3272
O -7.9906 -1.3622 -3.0416
O -4.9605 -5.6904 -1.5633
H -6.6715 -5.6999 -3.5931
H -6.2683 -1.3791 -0.9845
H -8.5005 -1.6998 -3.8040
H -4.4670 -5.3524 -0.7936
C -3.1259 3.9384 2.6787
C -3.0685 4.4582 1.4484
C -3.2174 5.9315 1.1938
O -3.1292 6.3101 0.0404
C -3.4549 6.8060 2.3262
C -3.5169 6.2906 3.5631
C -3.3427 4.8177 3.8196
O -3.3933 4.4276 4.9687
O -3.7319 7.0286 4.6422
O -2.8742 3.7211 0.3540
H -3.0213 2.8791 2.8712
H -3.5760 7.8620 2.1310
H -3.7285 6.4159 5.4025
H -2.8838 4.3541 -0.3926

Force components x, y, z for each atom (eV/Å):
C 0.110 0.255 -0.455
C -0.098 0.050 0.247
C 0.590 -0.435 0.004
C -0.506 0.216 -0.072
C 0.607 0.071 0.183
C -0.564 0.054 0.124
C 0.116 -0.348 0.377
C -0.157 0.477 0.264
C -0.501 -0.519 1.069
O 0.664 -0.058 -1.248
O -0.052 0.389 -0.011
Cl 0.085 -0.017 0.038
C -0.447 -0.200 0.284
C 0.235 0.042 -0.107
C 0.412 0.582 -0.252
C 0.199 -0.001 0.092
C -0.083 0.086 0.558
C -0.532 -0.370 -0.149
C 0.235 0.129 -0.330
C -0.057 -0.136 0.089
C 0.524 0.283 -0.025
C 0.342 -0.317 -0.126
C -0.436 -0.132 0.388
C -0.227 -0.307 -0.215
F -0.025 -0.033 -0.180
N 0.318 0.484 0.059
O 0.225 -0.110 -0.039
C -0.054 0.505 -0.509
C -0.270 -0.662 0.425
C -0.307 0.256 -0.336
C 0.392 -0.446 -0.190
C -0.129 0.720 -0.121
O 0.347 -0.551 -0.148
C -0.301 0.145 0.357
C -0.187 0.007 0.061
O -0.117 0.170 -0.564
H -0.017 -0.094 0.097
H -0.158 0.055 0.275
H 0.118 -0.072 0.121
H -0.038 0.107 -0.070
H 0.048 -0.098 -0.122
H -0.285 0.028 -0.109
H -0.123 0.229 -0.109
H 0.192 -0.106 -0.051
H 0.259 -0.071 0.144
H -0.288 -0.142 -0.064
H -0.197 -0.005 -0.022
H 0.016 -0.013 -0.199
H 0.201 -0.148 -0.008
H -0.223 -0.160 0.085
H -0.053 -0.039 -0.168
H -0.113 -0.056 -0.085
H -0.058 -0.070 -0.270
H 0.112 0.044 0.047
H -0.144 -0.077 0.148
H -0.130 0.072 0.156
H -0.177 -0.130 -0.147
H -0.188 -0.124 0.057
H 0.329 0.114 -0.136
H 0.186 0.210 0.200
H -0.146 -0.032 -0.055
H 0.235 0.126 0.110
H -0.100 0.037 0.004
H -0.111 -0.001 -0.200
H 0.233 0.206 -0.067
H 0.168 0.014 0.027
H 0.096 -0.146 0.237
H -0.127 0.075 0.259
H 0.096 0.086 -0.087
H 0.056 -0.250 0.053
H -0.203 0.099 0.194
H 0.155 -0.091 0.130
H -0.182 -0.022 0.152
H 0.292 0.020 0.109
C -0.087 0.031 -0.106
C -0.049 -0.259 -0.133
C -0.169 0.443 0.004
O 0.218 -0.316 -0.093
C 0.198 0.022 0.146
C 0.037 0.231 0.179
C 0.143 -0.383 -0.010
O -0.051 0.184 -0.004
O -0.004 -0.176 -0.110
O 0.030 0.148 0.081
H 0.003 -0.014 0.018
H -0.240 0.053 -0.152
H -0.032 0.003 -0.011
H -0.013 0.000 0.035
C 0.025 -0.072 0.131
C -0.002 -0.331 0.105
C -0.077 0.400 0.209
O 0.038 -0.190 -0.119
C 0.024 0.023 -0.168
C -0.046 0.301 -0.089
C 0.048 -0.322 -0.177
O -0.027 0.153 0.087
O 0.038 -0.203 0.023
O -0.034 0.332 -0.087
H -0.027 -0.002 -0.012
H -0.003 0.007 0.031
H -0.004 0.008 0.030
H -0.022 0.074 0.012

---

Molecular formula: C3HFNO2S
Method: DFT, ωB97M-V/def2-TZVPD

energy above the lowest of the compared OMol25 structures with the same formula, charge and spin	283.00	kJ/mol
LUMO energy	3.4	eV
charge	-1

Cartesian coordinates (Å):
C 1.1957 -0.4571 0.3075
C -0.9826 -0.9398 0.0632
C 1.3775 0.8117 -0.0958
N -1.4376 0.2952 0.0468
O -1.5175 -2.0161 -0.0036
O 2.2629 1.6264 -0.2585
F 1.9648 -1.5117 -0.1210
S -0.4356 1.6881 0.1460
H -2.4276 0.5032 -0.0846

Force components x, y, z for each atom (eV/Å):
C -3.978 -2.514 -0.339
C 3.929 -0.220 0.330
C -0.357 1.110 0.436
N -0.885 0.898 0.002
O 0.102 0.620 0.015
O 0.339 0.201 -0.483
F 0.071 0.436 0.116
S 0.568 -0.115 -0.092
H 0.211 -0.415 0.014

---

Molecular formula: C5H12O
Method: DFT, ωB97M-V/def2-TZVPD

energy above the lowest of the compared OMol25 structures with the same formula, charge and spin	114.81	kJ/mol
LUMO energy	0.8	eV
SMILES string	CC=C(C)C.O

Cartesian coordinates (Å):
C -1.6408 1.1723 0.3817
C -0.7565 -0.0286 0.4437
C 0.5743 -0.0665 0.1449
C 1.4026 -1.2600 0.5687
C 1.3997 1.1927 0.0055
H -1.8442 1.4409 -0.6578
H -1.2044 2.0392 0.8880
H -2.5899 0.9733 0.8868
H -1.2386 -0.9476 0.7695
H 0.7815 -2.1398 0.7611
H 2.1003 -1.4972 -0.2410
H 2.0025 -1.0906 1.4687
H 2.1685 1.0306 -0.7567
H 0.8176 2.0651 -0.3003
H 1.9314 1.4891 0.9157
O -1.2590 -1.7169 -1.9765
H -2.1693 -1.5014 -1.7201
H -0.4758 -1.1543 -1.5818

Force components x, y, z for each atom (eV/Å):
C -0.155 0.208 0.076
C 1.546 -0.198 -0.371
C -0.921 0.638 2.921
C -0.183 -0.482 -0.871
C -0.106 0.179 -1.031
H -0.124 0.140 0.065
H 0.055 -0.065 -0.179
H 0.057 -0.008 -0.200
H 0.172 -0.049 -0.168
H 0.049 0.091 -0.124
H 0.097 -0.216 0.151
H -0.142 0.341 -0.112
H 0.032 0.138 0.023
H -0.032 -0.149 -0.064
H -0.167 -0.402 0.121
O 2.068 0.409 0.027
H 1.029 0.615 0.384
H -3.274 -1.191 -0.649

---

Molecular formula: C30H53BrMgN4P2
Method: DFT, ωB97M-V/def2-TZVPD

energy above the lowest of the compared OMol25 structures with the same formula, charge and spin	174.96	kJ/mol
LUMO energy	-8.1	eV
charge	+2

Cartesian coordinates (Å):
N -5.4338 3.9184 -4.1888
C -5.4929 4.3876 -2.9465
C -4.9449 3.7008 -1.8466
C -4.2121 2.5066 -2.0926
C -4.2838 1.9721 -3.4096
C -4.9139 2.7172 -4.4200
C -3.2753 1.9251 -1.1517
Mg -1.5486 0.4550 0.1091
P 4.8881 -0.9923 -0.1772
C -2.0813 1.3181 -1.6800
C -0.7671 1.9485 -2.0522
C -0.0342 1.2827 -3.0537
C 1.2534 1.6999 -3.3724
C 1.8679 2.7826 -2.7056
C 1.1515 3.4105 -1.6615
C -0.1844 3.0406 -1.3767
Br 3.6685 3.1029 -3.0183
H -3.4483 2.0787 -0.0809
H -2.2292 0.3667 -2.2142
H -4.9303 4.1889 -0.8832
H -3.7280 1.0856 -3.6837
H -5.9678 5.3624 -2.8277
H -4.9384 2.3411 -5.4463
H -0.5009 0.4378 -3.5873
H -0.7286 3.4940 -0.5397
H 1.8152 1.1209 -4.0946
H 1.6185 4.1736 -1.0535
P -1.1016 -1.8569 -0.3872
C 4.3919 0.7166 0.2773
C 5.5324 1.7155 0.0671
H 4.1582 0.6635 1.3497
H 3.4883 0.9791 -0.2906
H 5.3173 2.6996 0.5001
H 6.4490 1.3628 0.5458
H 5.7516 1.8857 -0.9907
C 3.9506 -1.4682 -1.6662
C 4.8884 -2.3588 -2.4914
H 3.6870 -0.5332 -2.1935
H 3.0323 -1.9907 -1.3524
H 4.5203 -2.4205 -3.5183
H 5.9071 -1.9406 -2.5087
H 4.9398 -3.3730 -2.0715
C 4.2645 -2.1458 1.1110
C 5.3148 -2.2729 2.2273
H 4.0361 -3.1245 0.6426
H 3.3259 -1.6824 1.4634
H 5.0098 -3.0253 2.9729
H 6.3024 -2.5519 1.8243
H 5.4067 -1.3036 2.7336
C -0.9742 -2.8781 1.1032
C -1.6184 -4.2467 0.9916
H -1.4049 -2.3065 1.9403
H 0.1016 -2.9711 1.3108
H -2.6799 -4.2099 1.2377
H -1.5077 -4.7000 0.0051
H -1.1459 -4.9275 1.7113
C 0.3556 -2.2950 -1.3894
C 0.1479 -2.4753 -2.8915
H 0.7588 -3.2190 -0.9403
H 1.0836 -1.4834 -1.2125
H -0.7143 -3.1192 -3.1095
H 0.0018 -1.5160 -3.4111
H 1.0432 -2.9450 -3.3270
C -2.6539 -2.2944 -1.2372
C -3.9039 -2.0050 -0.4004
H -2.5928 -3.3598 -1.5022
H -2.7052 -1.7295 -2.1833
H -4.7806 -2.1917 -1.0336
H -3.9767 -2.6778 0.4648
H -3.9787 -0.9647 -0.0356
C -3.0257 -0.4186 4.3404
N -1.7807 0.3493 4.3657
C -1.6020 1.2149 5.5263
C -1.2547 0.7038 3.1453
N -2.0002 0.5112 2.0480
N 0.0042 1.1856 3.0666
C 0.9146 1.0031 4.1749
C 0.5951 1.5731 1.7871
H -3.3091 -0.7118 5.3558
H -2.8701 -1.3312 3.7446
H -3.8491 0.1776 3.9132
H -0.8775 0.8010 6.2415
H -1.2901 2.2291 5.2366
H -2.5555 1.2951 6.0673
H -2.9250 0.2023 2.3182
H 1.9398 0.9651 3.7911
H 0.8567 1.8488 4.8756
H 0.7031 0.0689 4.7152
H 0.8309 0.6876 1.1630
H -0.0815 2.2545 1.2444
H 1.5298 2.1060 1.9988

Force components x, y, z for each atom (eV/Å):
N -0.487 0.143 -0.029
C 0.430 -0.513 0.240
C 0.466 -0.161 -0.250
C -1.401 -1.206 -0.868
C 0.056 1.158 -0.466
C 0.563 -0.698 0.834
C 0.497 0.979 -1.067
Mg 0.816 -0.197 1.308
P 1.915 -0.276 -0.257
C -0.459 -0.064 -0.113
C -0.041 -0.531 1.203
C 0.050 0.141 -0.014
C -0.052 0.178 0.228
C -1.444 -1.019 0.899
C -0.677 -0.211 -0.477
C 0.866 -0.512 -0.099
Br 0.239 0.322 -0.061
H 0.424 1.348 -0.130
H -0.510 1.074 -1.279
H -0.112 -0.131 0.171
H -0.177 -0.066 0.056
H 0.152 -0.265 0.110
H -0.031 0.189 0.327
H 0.389 0.588 0.302
H 0.272 0.150 -0.441
H 0.017 0.211 -0.134
H 0.052 0.107 -0.154
P 0.136 0.215 -0.244
C -0.415 -0.161 0.376
C 0.080 0.288 -0.013
H -0.207 0.191 -0.076
H -0.002 0.224 0.217
H -0.167 -0.154 -0.044
H -0.095 -0.081 -0.104
H -0.017 -0.196 0.099
C -0.150 0.245 0.202
C -0.245 -0.003 -0.377
H 0.023 -0.405 0.005
H 0.224 0.133 -0.418
H 0.116 -0.232 -0.004
H -0.425 -0.172 -0.014
H 0.051 0.270 -0.119
C -0.307 0.323 -0.011
C -0.351 -0.166 0.140
H 0.125 0.529 0.168
H 0.020 -0.526 0.297
H 0.157 0.298 -0.206
H -0.454 0.129 0.113
H 0.167 -0.228 0.007
C 0.030 0.165 0.474
C 0.085 -0.651 0.399
H 0.156 -0.207 -0.187
H -0.185 0.116 -0.044
H 0.057 -0.050 -0.113
H 0.055 0.017 0.032
H -0.196 0.101 -0.183
C 0.313 -0.163 -0.022
C 0.016 -0.054 -0.338
H -0.023 0.302 -0.235
H -0.190 -0.453 -0.004
H 0.276 0.107 -0.005
H 0.013 -0.387 0.233
H -0.332 0.168 0.117
C 0.120 -0.406 -0.321
C -0.236 -0.293 -0.037
H -0.294 0.252 -0.038
H 0.148 -0.255 0.255
H 0.102 0.124 0.286
H 0.023 0.292 -0.210
H 0.113 -0.218 -0.144
C 0.061 -0.179 -0.075
N 0.161 0.181 -0.611
C 0.115 0.332 0.835
C -0.867 -0.385 -0.096
N 0.742 0.362 0.206
N -0.587 -0.173 -0.302
C 0.715 0.119 0.776
C -0.479 -0.038 0.179
H 0.208 0.102 -0.247
H -0.208 0.247 0.250
H -0.002 -0.203 0.233
H -0.147 0.163 -0.231
H -0.142 -0.376 0.073
H 0.242 0.051 -0.319
H 0.047 0.186 -0.145
H -0.260 -0.105 0.087
H 0.139 -0.341 -0.149
H 0.082 0.319 -0.233
H 0.063 0.216 0.128
H 0.291 -0.113 0.195
H -0.303 -0.131 -0.298

---

Molecular formula: C5H9NO
Method: DFT, ωB97M-V/def2-TZVPD

energy above the lowest of the compared OMol25 structures with the same formula, charge and spin	308.39	kJ/mol
LUMO energy	1.1	eV
SMILES string	C[C@H]1N[C@H]1[C@H]1CO1

Cartesian coordinates (Å):
C -2.0172 -0.4566 0.0634
C -1.1655 0.6936 0.5190
N -0.1061 0.2193 1.4522
C 0.2535 0.9281 0.2398
C 1.0060 0.2103 -0.8263
C 2.2686 -0.4555 -0.5169
O 1.0758 -1.2061 -0.7185
H -2.7196 0.0193 -0.5975
H -2.5835 -0.9663 0.8594
H -1.4902 -1.2480 -0.4683
H -1.7340 1.5456 0.9084
H 0.0958 -0.7720 1.2555
H 0.6100 1.9337 0.4464
H 0.8440 0.5753 -1.8376
H 3.0269 -0.5780 -1.2866
H 2.6355 -0.4427 0.5076

Force components x, y, z for each atom (eV/Å):
C -0.380 0.305 -0.837
C -0.218 -1.295 1.733
N 0.656 0.307 0.443
C 0.297 0.143 -0.225
C 0.014 0.157 -0.192
C 0.339 -0.004 0.031
O -0.150 -0.163 -0.029
H -0.761 -0.406 -0.616
H 0.318 0.589 0.055
H 0.234 0.227 -0.117
H 0.213 -0.297 -0.061
H -0.484 0.407 0.130
H 0.037 0.042 -0.283
H 0.061 -0.050 -0.004
H -0.104 0.020 0.057
H -0.072 0.017 -0.084

---

Let's list DFT total energy in order: -85564.152 -22262.923 -7426.121 -131979.098 -8866.016 eV.
Let's list Kohn-Sham gap in order: 7.265 6.762 9.903 3.635 10.271 eV.